CClIN2O4 | ωB97M-V/def2-TZVPD

**HOMO-LUMO gap**: 8.8 eV
**Highest occupied orbital energy**: -0.392 Eh

ORCA input file:
```
! RIJCOSX wB97M-V def2-TZVPD def2/J DEFGRID3
* xyz 0 1
C -0.29 -0.32 -0.04
N 0.29 0.13 1.25
N 0.28 0.37 -1.16
O -0.24 -0.23 2.27
O 1.31 0.75 1.17
O 0.98 -0.18 -1.98
O 0.03 1.57 -1.10
Cl -0.03 -2.29 -0.28
I -2.33 0.20 -0.13
*
```

---

CClNO4 | ωB97M-V/def2-TZVPD

**HOMO-LUMO gap**: 11.3 eV
**SMILES**: O=C(Cl)O[N+](=O)[O-]
**Highest occupied orbital energy**: -0.417 Eh

ORCA input file:
```
! RIJCOSX wB97M-V def2-TZVPD def2/J DEFGRID3
* xyz 0 1
C 0.66 0.11 -1.20
N -0.64 -0.23 1.21
O -0.50 -1.39 1.09
O 0.95 -1.00 -1.34
O -1.13 0.40 2.08
O -0.17 0.59 0.20
Cl 0.83 1.51 -2.03
*
```

---

CClNS3 | ωB97M-V/def2-TZVPD

**HOMO-LUMO gap**: 7.8 eV
**SMILES**: ClC1=NSSS1
**Highest occupied orbital energy**: -0.294 Eh

ORCA input file:
```
! RIJCOSX wB97M-V def2-TZVPD def2/J DEFGRID3
* xyz 0 1
C 0.85 -0.05 0.01
N 0.21 -1.12 0.01
S -0.18 1.62 -0.14
S -1.38 -1.32 -0.09
S -2.01 0.74 0.15
Cl 2.50 0.14 0.05
*
```

---

CClO4 | ωB97M-V/def2-TZVPD

**HOMO-LUMO gap**: 8.6 eV
**Highest occupied orbital energy**: -0.185 Eh

ORCA input file:
```
! RIJCOSX wB97M-V def2-TZVPD def2/J DEFGRID3
* xyz -1 1
C 1.03 -0.01 -0.18
O 0.86 0.18 -1.35
O 1.93 0.17 0.60
O -0.02 -0.41 0.65
O -1.60 -0.72 0.08
Cl -2.20 0.79 0.21
*
```

---

CCuF3MgNO4S3 | ωB97M-V/def2-TZVPD

**HOMO-LUMO gap (alpha / beta)**: 4.9 / 4.9 eV
**<S²>**: 0.763
**Highest occupied orbital energy (alpha / beta)**: -0.301 / -0.300 Eh

ORCA input file:
```
! RIJCOSX wB97M-V def2-TZVPD def2/J DEFGRID3
* xyz 0 2
Cu 1.97 -1.40 0.65
N 0.35 -0.89 1.39
S -0.59 -0.06 0.60
O -0.58 -0.03 -0.93
C -2.29 -0.82 0.66
F -2.62 -1.07 1.92
F -2.20 -1.95 -0.04
F -3.18 -0.02 0.11
Mg 1.05 0.25 -2.00
S 3.61 0.44 -0.32
O 2.37 -0.57 -0.96
S 1.51 2.46 -0.21
O 1.23 2.19 -1.77
O -0.63 1.49 0.89
*
```

---

CF2NPS | ωB97M-V/def2-TZVPD

**HOMO-LUMO gap (alpha / beta)**: 7.3 / 7.5 eV
**SMILES**: N#S#CP(F)F
**Highest occupied orbital energy (alpha / beta)**: -0.355 / -0.354 Eh

ORCA input file:
```
! RIJCOSX wB97M-V def2-TZVPD def2/J DEFGRID3
* xyz 0 1
C -0.41 -0.50 0.65
N -2.05 0.39 -0.98
F 1.51 1.06 0.27
F 1.92 -1.11 0.14
P 0.90 -0.15 -0.57
S -1.87 0.31 0.49
*
```

---

CF2O2S | ωB97M-V/def2-TZVPD

**HOMO-LUMO gap (alpha / beta)**: 7.8 / 7.7 eV
**SMILES**: O=C(F)F.O=S
**Highest occupied orbital energy (alpha / beta)**: -0.358 / -0.357 Eh

ORCA input file:
```
! RIJCOSX wB97M-V def2-TZVPD def2/J DEFGRID3
* xyz 0 1
C -0.21 0.68 -0.58
O -0.26 0.47 -1.73
O 0.23 -1.66 0.27
F -1.22 0.79 0.21
F 0.87 1.05 0.15
S 0.59 -1.32 1.67
*
```

---

CF2OS | ωB97M-V/def2-TZVPD

**HOMO-LUMO gap**: 10.3 eV
**SMILES**: O=C(F)SF
**Highest occupied orbital energy**: -0.387 Eh

ORCA input file:
```
! RIJCOSX wB97M-V def2-TZVPD def2/J DEFGRID3
* xyz 0 1
C -0.49 -0.37 0.40
O -1.49 -0.86 0.75
F 0.67 -0.43 1.06
F 1.44 0.98 -1.03
S -0.14 0.68 -1.19
*
```

---

CF2OS | ωB97M-V/def2-TZVPD

**HOMO-LUMO gap**: 8.4 eV
**Highest occupied orbital energy**: -0.337 Eh

ORCA input file:
```
! RIJCOSX wB97M-V def2-TZVPD def2/J DEFGRID3
* xyz 0 1
C -0.59 -0.08 -0.09
O 2.02 0.51 -0.03
F -1.56 -0.96 0.01
F -1.01 1.16 0.07
S 1.14 -0.63 0.04
*
```

---

CF3Li2O4P | ωB97M-V/def2-TZVPD

**HOMO-LUMO gap**: 9.3 eV
**Highest occupied orbital energy**: -0.387 Eh

ORCA input file:
```
! RIJCOSX wB97M-V def2-TZVPD def2/J DEFGRID3
* xyz 0 1
P 1.43 0.00 0.06
F 2.26 1.36 -0.27
F 2.40 -0.30 1.28
F 0.48 -1.59 0.76
O 1.44 -0.69 -1.27
Li -3.32 0.33 -0.37
Li -0.24 -1.73 -1.06
O 0.14 0.86 0.58
O -2.01 1.32 0.78
O -1.41 -0.21 -0.69
C -1.16 0.64 0.20
*
```

---

CF3MgNO3S3Sr | ωB97M-V/def2-TZVPD

**HOMO-LUMO gap (alpha / beta)**: 4.4 / 4.4 eV
**Highest occupied orbital energy (alpha / beta)**: -0.240 / -0.240 Eh

ORCA input file:
```
! RIJCOSX wB97M-V def2-TZVPD def2/J DEFGRID3
* xyz 0 1
Mg 0.92 -0.14 1.76
N -1.09 1.38 -0.24
S -0.84 2.33 1.18
O 0.75 1.86 1.42
S -1.56 -0.16 0.06
O -1.03 -0.61 1.44
O -0.56 -2.01 -1.51
C -3.39 -0.06 0.42
F -3.68 0.74 1.43
F -3.99 0.38 -0.68
F -3.82 -1.29 0.69
Sr 1.45 1.66 -0.74
S 1.54 -1.83 -1.43
*
```

---

CF3MgNO3S3V | ωB97M-V/def2-TZVPD

**HOMO-LUMO gap (alpha / beta)**: 5.8 / 5.9 eV
**<S²>**: 3.768
**Highest occupied orbital energy (alpha / beta)**: -0.260 / -0.268 Eh

ORCA input file:
```
! RIJCOSX wB97M-V def2-TZVPD def2/J DEFGRID3
* xyz 0 4
V 2.11 -0.43 1.31
N 0.16 1.10 -0.67
S 0.48 2.06 0.74
O 2.04 1.54 0.96
S -0.34 -0.40 -0.31
O 0.23 -0.86 1.02
O 0.06 -1.55 -1.56
C -2.17 -0.31 0.07
F -2.41 0.51 1.07
F -2.79 0.10 -1.02
F -2.58 -1.53 0.37
Mg 2.24 1.15 -1.00
S 2.97 -1.37 -0.99
*
```

---

CF3NNaO4PrS3 | ωB97M-V/def2-TZVPD

**HOMO-LUMO gap (alpha / beta)**: 5.3 / 5.3 eV
**<S²>**: 2.005
**Highest occupied orbital energy (alpha / beta)**: -0.278 / -0.278 Eh

ORCA input file:
```
! RIJCOSX wB97M-V def2-TZVPD def2/J DEFGRID3
* xyz 0 3
Na 0.05 0.99 7.88
N 1.63 2.27 6.85
S 1.75 2.87 5.52
O 0.85 2.39 4.37
C 1.04 4.58 5.70
F 1.77 5.27 6.57
F -0.19 4.42 6.20
F 0.99 5.21 4.54
Pr 0.55 0.10 4.77
S 1.37 -2.00 6.67
O -0.01 -1.01 6.52
S 3.29 -0.18 5.65
O 2.39 -0.30 4.30
O 3.27 2.66 5.12
*
```

---

CF3NO2S | ωB97M-V/def2-TZVPD

**HOMO-LUMO gap**: 9.2 eV
**SMILES**: [O-][N+](=S)OC(F)(F)F
**Highest occupied orbital energy**: -0.392 Eh

ORCA input file:
```
! RIJCOSX wB97M-V def2-TZVPD def2/J DEFGRID3
* xyz 0 1
C -1.17 -0.25 0.00
N 1.57 0.34 -0.05
O 1.29 1.44 -0.35
O 0.29 -0.66 0.00
F -1.31 0.42 -1.12
F -1.39 0.43 1.13
F -2.06 -1.24 0.02
S 2.79 -0.48 0.38
*
```

---

CF3O2S | ωB97M-V/def2-TZVPD

**HOMO-LUMO gap (alpha / beta)**: 8.4 / 5.6 eV
**Highest occupied orbital energy (alpha / beta)**: -0.161 / -0.142 Eh

ORCA input file:
```
! RIJCOSX wB97M-V def2-TZVPD def2/J DEFGRID3
* xyz -1 1
C -1.32 -0.03 -0.15
O 2.72 1.01 0.85
O 0.98 -0.79 -1.29
F -1.94 0.16 1.03
F -1.21 1.36 -0.68
F 0.33 -1.85 0.75
S 0.56 -0.31 0.01
*
```

---

CFIS | ωB97M-V/def2-TZVPD

**HOMO-LUMO gap**: 9.0 eV
**SMILES**: FC(=S)I
**Highest occupied orbital energy**: -0.353 Eh

ORCA input file:
```
! RIJCOSX wB97M-V def2-TZVPD def2/J DEFGRID3
* xyz 0 1
C 0.10 0.02 -0.15
F -0.38 -0.62 -1.19
S 1.46 0.86 -0.18
I -1.17 -0.26 1.52
*
```

---

CFN3O8S | ωB97M-V/def2-TZVPD

**HOMO-LUMO gap**: 11.0 eV
**SMILES**: O=[N+]([O-])C([N+](=O)[O-])([N+](=O)[O-])S(=O)(=O)F
**Highest occupied orbital energy**: -0.464 Eh

ORCA input file:
```
! RIJCOSX wB97M-V def2-TZVPD def2/J DEFGRID3
* xyz 0 1
C 0.26 -0.01 0.01
N 0.56 -1.52 0.18
N 0.72 0.43 -1.33
N 0.84 0.90 1.19
O 1.59 -1.79 0.69
O -0.30 -2.20 -0.29
O 1.27 -0.35 -2.05
O 0.42 1.58 -1.55
O 1.60 1.75 0.88
O 0.49 0.57 2.26
O -2.01 -0.17 -1.42
O -2.02 -0.79 1.03
F -1.77 1.58 0.43
S -1.65 0.02 -0.03
*
```

---

CFN4S | ωB97M-V/def2-TZVPD

**HOMO-LUMO gap**: 8.5 eV
**Highest occupied orbital energy**: -0.185 Eh

ORCA input file:
```
! RIJCOSX wB97M-V def2-TZVPD def2/J DEFGRID3
* xyz -1 1
C -0.16 0.02 0.22
N 0.51 0.86 -0.52
N 0.66 -0.92 0.73
N 1.74 0.50 -0.49
N 1.82 -0.61 0.31
F -2.55 -0.21 -0.84
S -2.02 0.35 0.59
*
```

---

CFNO3S | ωB97M-V/def2-TZVPD

**HOMO-LUMO gap (alpha / beta)**: 9.0 / 6.9 eV
**Highest occupied orbital energy (alpha / beta)**: -0.455 / -0.413 Eh

ORCA input file:
```
! RIJCOSX wB97M-V def2-TZVPD def2/J DEFGRID3
* xyz 0 1
C 1.24 -1.08 -1.00
N 1.25 -2.14 -1.46
O -0.61 2.18 0.78
O -1.10 -0.09 1.83
O 1.42 0.03 -0.51
F -1.56 0.35 -0.45
S -0.64 0.76 0.80
*
```

---

CH10N2O3 | ωB97M-V/def2-TZVPD

**HOMO-LUMO gap**: 9.5 eV
**SMILES**: [H]/N=C/N.O.O.O
**Highest occupied orbital energy**: -0.320 Eh

ORCA input file:
```
! RIJCOSX wB97M-V def2-TZVPD def2/J DEFGRID3
* xyz 0 1
N 1.08 1.93 -1.38
C 1.88 1.56 -0.35
N 1.54 0.59 0.44
H 0.22 1.40 -1.34
H 1.22 2.80 -1.83
H 2.88 1.96 -0.24
H 2.34 0.02 0.66
H -0.45 -1.67 0.58
H -1.82 -1.97 0.90
O -1.08 -2.39 0.44
H -1.92 0.35 2.81
H -1.21 -1.00 3.07
O -1.76 -0.52 2.42
H -0.95 -1.24 -2.77
H -1.11 -1.22 -1.35
O -0.86 -0.59 -2.05
*
```